Record 1
{"formula": "C41H48B2N8O4Ta", "method": "ωB97M-V/def2-TZVPD", "orbital_gap_ev": 6.27, "total_charge": 1, "relative_energy_kcal_mol": 0.00, "species": ["Ta", "C", "C", "C", "C", "C", "C", "N", "N", "B", "N", "C", "C", "C", "N", "C", "C", "C", "N", "C", "C", "C", "N", "C", "C", "C", "H", "H", "H", "H", "H", "H", "H", "H", "H", "H", "H", "H", "H", "H", "H", "H", "H", "H", "H", "H", "H", "H", "H", "H", "H", "H", "H", "H", "N", "C", "C", "C", "C", "C", "C", "C", "C", "C", "H", "H", "H", "H", "C", "C", "C", "O", "B", "O", "C", "C", "C", "H", "H", "H", "H", "H", "H", "H", "H", "H", "H", "H", "H", "O", "C", "N", "C", "O", "C", "C", "C", "C", "C", "C", "H", "H", "H", "H"], "xyz": [[-0.874, 0.449, -0.088], [-1.371, -0.113, 4.534], [-2.067, -1.002, 3.498], [-2.874, -2.105, 4.179], [-2.936, -0.160, 2.613], [-4.273, 0.184, 2.838], [-4.630, 0.986, 1.779], [-3.575, 1.112, 0.962], [-2.514, 0.406, 1.474], [-3.497, 1.936, -0.318], [-2.372, 2.963, -0.252], [-2.345, 4.213, -0.726], [-1.076, 4.725, -0.537], [-0.340, 3.700, 0.062], [-1.139, 2.632, 0.232], [1.097, 3.712, 0.489], [1.243, 3.275, 1.947], [1.725, 5.084, 0.260], [-3.164, 0.927, -1.549], [-4.353, -1.074, -1.992], [-3.439, -2.050, -1.872], [-2.021, -2.087, -1.509], [-1.464, -1.190, -0.801], [-1.154, -3.247, -1.980], [-1.877, -4.318, -2.786], [-0.396, -3.842, -0.789], [-0.693, -0.709, 5.147], [-0.792, 0.674, 4.050], [-2.105, 0.353, 5.195], [-1.305, -1.460, 2.868], [-3.619, -1.693, 4.863], [-3.389, -2.736, 3.454], [-2.208, -2.736, 4.769], [-4.893, -0.117, 3.663], [-5.559, 1.478, 1.543], [-4.544, 2.447, -0.567], [-3.238, 4.661, -1.131], [-0.737, 5.720, -0.766], [1.618, 2.989, -0.142], [0.665, 3.928, 2.606], [0.920, 2.246, 2.101], [2.292, 3.331, 2.241], [1.221, 5.854, 0.849], [2.771, 5.066, 0.563], [1.690, 5.374, -0.792], [-5.366, -1.355, -2.257], [-3.871, -3.011, -2.118], [-0.411, -2.759, -2.623], [-2.613, -4.850, -2.180], [-2.378, -3.909, -3.665], [-1.156, -5.057, -3.134], [-1.088, -4.318, -0.090], [0.300, -4.602, -1.142], [0.167, -3.071, -0.264], [5.339, -2.801, 7.220], [4.625, -2.443, 6.394], [3.733, -1.997, 5.364], [3.553, -0.631, 5.146], [2.696, -0.202, 4.150], [2.010, -1.132, 3.364], [2.194, -2.499, 3.590], [3.052, -2.930, 4.584], [1.132, -0.685, 2.333], [0.374, -0.299, 1.464], [4.085, 0.085, 5.756], [2.553, 0.856, 3.973], [1.663, -3.218, 2.980], [3.199, -3.986, 4.762], [4.060, 1.309, -1.935], [3.647, 0.365, -0.816], [4.723, 0.322, 0.255], [2.446, 0.920, -0.211], [1.371, 0.187, -0.627], [1.724, -0.883, -1.410], [3.171, -1.041, -1.314], [3.408, -2.156, -0.304], [3.698, -1.443, -2.677], [4.244, 2.297, -1.511], [3.277, 1.399, -2.687], [4.978, 0.973, -2.418], [4.967, 1.341, 0.559], [5.635, -0.141, -0.127], [4.392, -0.226, 1.136], [2.965, -1.898, 0.659], [4.470, -2.355, -0.157], [2.932, -3.067, -0.669], [3.416, -0.721, -3.441], [3.287, -2.415, -2.953], [4.786, -1.531, -2.661], [0.971, 1.610, -3.326], [-0.192, 1.347, -3.323], [-0.990, 1.232, -2.143], [-2.249, 1.013, -2.514], [-4.347, 0.281, -1.933], [-2.387, 0.860, -3.972], [-3.460, 0.642, -4.821], [-3.197, 0.642, -6.187], [-1.917, 0.864, -6.681], [-0.846, 1.105, -5.824], [-1.109, 1.090, -4.473], [-4.463, 0.483, -4.454], [-4.009, 0.467, -6.880], [-1.756, 0.856, -7.751], [0.151, 1.299, -6.195]], "forces_ev_per_angstrom": [[-0.1, -0.3, 0.4], [0.0, 0.0, 0.0], [0.0, 0.0, -0.1], [0.0, 0.0, 0.0], [0.0, -0.1, 0.0], [-0.1, 0.1, 0.0], [0.0, 0.0, 0.0], [0.0, 0.0, 0.0], [0.1, 0.1, 0.0], [0.1, 0.0, 0.0], [-0.1, -0.1, -0.1], [0.1, 0.0, 0.1], [-0.1, 0.0, 0.0], [0.0, 0.1, 0.0], [0.0, 0.0, 0.0], [0.0, 0.1, -0.1], [0.0, 0.0, 0.0], [0.0, 0.0, 0.0], [0.0, 0.0, 0.0], [0.1, 0.0, 0.0], [-0.1, 0.0, 0.0], [0.0, 0.0, 0.0], [0.2, 0.0, -0.1], [0.0, 0.0, 0.0], [0.0, 0.0, 0.0], [0.0, 0.0, 0.0], [0.0, 0.0, 0.0], [0.0, 0.0, 0.0], [0.0, 0.0, 0.0], [0.0, 0.0, 0.0], [0.0, 0.0, 0.0], [0.0, 0.0, 0.0], [0.0, 0.0, 0.0], [0.0, 0.0, 0.0], [0.0, 0.0, 0.0], [0.0, 0.0, 0.0], [0.0, 0.0, 0.0], [0.0, 0.0, 0.0], [0.1, 0.0, 0.0], [0.0, 0.0, 0.0], [-0.1, 0.0, 0.0], [0.0, 0.0, 0.0], [0.0, 0.0, 0.0], [0.0, 0.0, 0.0], [0.0, 0.0, 0.0], [0.0, 0.0, 0.0], [0.0, 0.0, 0.0], [0.0, 0.0, 0.0], [0.0, 0.0, 0.0], [0.0, 0.0, 0.0], [0.0, 0.0, 0.0], [0.0, 0.0, 0.0], [0.0, 0.0, 0.0], [0.0, 0.0, 0.0], [0.0, 0.0, 0.0], [0.1, 0.0, 0.1], [-0.1, 0.0, -0.1], [0.0, 0.0, 0.0], [0.0, 0.0, 0.0], [0.0, 0.0, 0.0], [0.0, 0.0, 0.0], [0.0, 0.1, 0.0], [-0.1, 0.0, -0.1], [0.0, 0.1, -0.1], [0.0, 0.0, 0.0], [0.0, 0.0, 0.0], [0.0, 0.0, 0.0], [0.0, 0.0, 0.0], [0.0, 0.0, 0.0], [0.1, 0.0, 0.0], [0.0, 0.0, 0.0], [0.1, 0.1, 0.0], [-0.1, -0.1, 0.0], [0.1, -0.1, 0.0], [0.0, 0.0, -0.1], [0.0, 0.0, 0.0], [0.0, 0.0, 0.0], [0.0, 0.0, 0.0], [0.0, 0.0, 0.0], [0.0, 0.0, 0.0], [0.0, 0.0, 0.0], [0.0, 0.0, 0.0], [0.0, 0.0, 0.0], [0.0, 0.0, 0.0], [0.0, 0.0, 0.0], [0.0, 0.0, 0.0], [0.0, 0.0, 0.0], [0.0, 0.0, 0.0], [0.0, 0.0, 0.0], [0.0, 0.0, -0.1], [0.1, 0.1, 0.1], [-0.1, 0.1, 0.0], [0.1, 0.0, 0.0], [0.0, 0.0, 0.0], [0.0, 0.0, -0.1], [0.0, 0.0, 0.1], [0.0, 0.0, 0.0], [0.0, 0.0, 0.0], [0.0, 0.0, 0.1], [0.1, 0.0, -0.1], [0.0, 0.0, 0.0], [0.0, 0.0, 0.0], [0.0, 0.0, 0.0], [0.0, 0.0, 0.0]], "lowdin_charge": [1.7244, -0.0477, -0.3711, -0.0607, -0.2341, 0.0202, -0.0297, -0.0270, -0.0013, -0.4823, -0.0353, -0.0191, 0.0291, -0.2229, -0.0244, -0.3551, -0.0444, -0.0618, 0.0569, -0.0685, 0.0155, -0.2709, -0.0419, -0.3514, -0.0738, -0.0471, 0.0844, 0.0702, 0.0891, 0.1026, 0.0786, 0.0855, 0.0846, 0.1150, 0.1347, 0.1346, 0.1372, 0.1136, 0.1200, 0.0932, 0.0434, 0.0875, 0.0896, 0.0850, 0.0839, 0.1441, 0.1054, 0.1502, 0.0875, 0.0835, 0.0873, 0.0904, 0.0874, 0.0584, 0.1697, -0.1789, -0.2240, -0.0094, -0.0092, -0.2387, -0.0157, -0.0118, -0.0831, -0.1494, 0.1253, 0.1175, 0.1212, 0.1246, -0.0030, -0.4438, 0.0037, 0.0558, -0.7246, 0.0638, -0.4469, 0.0021, -0.0005, 0.0961, 0.0726, 0.0967, 0.0945, 0.1011, 0.0811, 0.0748, 0.0986, 0.0913, 0.0867, 0.0922, 0.1009, 0.1701, -0.3451, 0.0442, -0.2198, -0.0074, -0.0664, 0.0177, -0.0383, -0.0313, 0.0295, -0.0715, 0.1178, 0.1167, 0.1178, 0.1322]}


Record 2
{"formula": "C41H48FN10OS", "method": "ωB97M-V/def2-TZVPD", "orbital_gap_ev": 7.07, "total_charge": 1, "species": ["C", "C", "F", "C", "C", "C", "C", "N", "C", "N", "C", "C", "S", "C", "N", "N", "C", "O", "H", "H", "H", "H", "H", "H", "H", "H", "H", "H", "H", "H", "H", "H", "H", "H", "H", "H", "N", "C", "C", "C", "C", "C", "H", "H", "H", "H", "H", "N", "C", "C", "C", "C", "C", "H", "H", "H", "H", "H", "N", "C", "C", "C", "C", "C", "H", "H", "H", "H", "H", "N", "C", "C", "C", "C", "C", "H", "H", "H", "H", "H", "N", "C", "C", "C", "C", "C", "H", "H", "H", "H", "H", "N", "C", "C", "C", "C", "C", "H", "H", "H", "H", "H"], "xyz": [[7.154, 4.139, -3.086], [7.380, 3.420, -1.731], [7.806, 4.354, -0.797], [6.087, 2.751, -1.284], [6.217, 1.920, 0.017], [7.581, 1.731, 0.696], [7.202, 1.694, 2.225], [7.704, 2.989, 2.792], [5.708, 1.920, 2.248], [5.222, 2.094, 1.084], [3.780, 2.408, 0.920], [3.374, 3.558, 1.876], [1.846, 4.362, 1.378], [2.276, 5.328, -0.034], [3.162, 6.243, -0.208], [3.048, 6.630, -1.531], [2.103, 5.943, -2.051], [1.560, 5.068, -1.154], [7.265, 5.211, -2.914], [7.852, 3.799, -3.850], [6.130, 3.969, -3.431], [8.173, 2.679, -1.883], [5.814, 2.072, -2.096], [5.282, 3.495, -1.248], [5.994, 0.899, -0.333], [8.324, 2.510, 0.543], [8.052, 0.769, 0.479], [7.544, 0.812, 2.773], [8.698, 2.919, 2.991], [7.209, 3.150, 3.668], [5.185, 1.936, 3.199], [3.660, 2.808, -0.089], [3.165, 1.523, 1.077], [3.228, 3.205, 2.898], [4.209, 4.270, 1.885], [1.712, 5.956, -3.056], [1.581, -0.512, 1.002], [1.248, -0.247, -0.264], [0.072, -0.674, -0.857], [-0.813, -1.422, -0.096], [-0.488, -1.708, 1.219], [0.713, -1.232, 1.716], [1.969, 0.340, -0.825], [-0.145, -0.426, -1.887], [-1.747, -1.775, -0.521], [-1.155, -2.287, 1.845], [1.006, -1.432, 2.741], [0.434, 3.081, 3.846], [0.072, 1.892, 4.330], [-1.034, 1.697, 5.142], [-1.807, 2.798, 5.473], [-1.447, 4.041, 4.981], [-0.324, 4.129, 4.174], [0.705, 1.058, 4.046], [-1.282, 0.708, 5.503], [-2.678, 2.688, 6.106], [-2.023, 4.925, 5.217], [-0.007, 5.082, 3.763], [-3.306, -3.337, -2.409], [-4.078, -4.382, -2.712], [-3.866, -5.205, -3.808], [-2.795, -4.928, -4.640], [-1.982, -3.845, -4.344], [-2.279, -3.089, -3.222], [-4.907, -4.562, -2.036], [-4.525, -6.040, -4.002], [-2.597, -5.545, -5.507], [-1.137, -3.593, -4.970], [-1.668, -2.234, -2.951], [-4.959, -1.554, -7.126], [-4.009, -1.691, -6.201], [-3.045, -0.728, -5.941], [-3.066, 0.440, -6.685], [-4.044, 0.600, -7.653], [-4.963, -0.423, -7.831], [-4.031, -2.621, -5.647], [-2.299, -0.892, -5.176], [-2.330, 1.216, -6.514], [-4.095, 1.496, -8.256], [-5.749, -0.340, -8.574], [-4.084, -2.263, 1.978], [-4.513, -2.710, 0.790], [-5.629, -2.212, 0.139], [-6.349, -1.199, 0.751], [-5.925, -0.724, 1.979], [-4.791, -1.285, 2.544], [-3.921, -3.506, 0.350], [-5.926, -2.608, -0.822], [-7.229, -0.786, 0.275], [-6.459, 0.066, 2.489], [-4.422, -0.939, 3.504], [-6.078, -5.877, 2.919], [-6.215, -7.001, 3.623], [-5.279, -7.454, 4.540], [-4.134, -6.699, 4.737], [-3.973, -5.528, 4.014], [-4.970, -5.162, 3.123], [-7.124, -7.562, 3.435], [-5.444, -8.373, 5.085], [-3.378, -7.019, 5.444], [-3.094, -4.909, 4.137], [-4.887, -4.255, 2.542]], "forces_ev_per_angstrom": [[-0.2, -0.1, 0.6], [-0.3, 0.3, -1.3], [0.0, -0.2, 0.3], [0.2, 0.3, 0.5], [0.2, -1.9, -2.0], [-0.2, -0.6, 1.8], [0.5, 2.1, -0.6], [-0.6, -0.8, 0.4], [1.5, -0.9, -0.2], [-0.6, 0.5, 1.5], [-0.1, 1.0, -0.3], [1.0, 0.0, -0.5], [-0.6, 0.1, 0.2], [0.3, -0.7, 0.2], [0.0, -0.2, 0.2], [0.3, 0.4, -0.4], [-0.2, -0.4, 0.6], [0.0, 0.2, -0.4], [0.1, -0.1, -0.1], [-0.1, 0.1, 0.1], [0.2, 0.0, -0.1], [0.0, 0.1, 0.4], [0.0, 0.0, 0.1], [0.2, 0.1, 0.2], [-0.2, 0.2, 0.1], [-0.3, 0.2, -0.1], [-0.3, 0.2, -0.5], [-0.3, 0.0, -0.1], [-0.1, 0.1, 0.1], [0.5, 0.2, 0.1], [-0.5, 0.1, -0.4], [0.0, -0.4, 0.0], [0.1, -0.2, -0.1], [-0.3, 0.1, -0.1], [-0.3, 0.1, 0.1], [0.0, 0.1, 0.1], [0.0, 0.1, -0.1], [0.1, 0.0, 0.1], [0.0, 0.0, 0.0], [-0.2, 0.0, -0.1], [0.0, 0.0, 0.1], [0.2, 0.1, 0.1], [-0.1, 0.0, -0.1], [0.0, 0.0, 0.0], [0.0, 0.0, 0.0], [0.0, 0.0, 0.0], [0.0, 0.0, 0.0], [0.0, -0.1, 0.1], [0.1, 0.0, -0.1], [0.0, 0.0, 0.0], [-0.1, 0.0, 0.0], [0.0, -0.1, 0.0], [0.1, 0.0, -0.1], [-0.1, 0.0, 0.0], [0.0, 0.0, 0.0], [0.0, 0.0, 0.0], [0.0, 0.0, 0.0], [0.0, 0.0, 0.0], [0.1, -0.1, -0.1], [0.0, 0.1, 0.1], [0.0, 0.0, 0.0], [0.0, -0.1, -0.1], [0.0, 0.0, 0.0], [-0.1, 0.1, 0.1], [0.0, -0.1, 0.0], [0.0, 0.0, 0.0], [0.0, 0.0, 0.0], [0.0, 0.0, 0.0], [0.1, 0.0, -0.1], [0.1, 0.1, 0.0], [-0.2, -0.1, -0.1], [0.0, 0.0, -0.1], [0.1, 0.1, 0.0], [0.0, 0.0, 0.0], [-0.1, -0.1, 0.0], [0.0, 0.0, 0.1], [0.0, 0.0, 0.0], [0.0, 0.0, 0.0], [0.0, 0.0, 0.0], [0.0, 0.1, 0.0], [-0.1, 0.2, -0.4], [0.3, 0.2, 0.2], [0.0, 0.0, 0.0], [-0.1, 0.0, -0.1], [0.0, 0.0, 0.0], [0.2, -0.1, 0.1], [0.0, 0.0, -0.1], [0.0, 0.0, 0.0], [0.0, 0.0, 0.0], [0.0, 0.0, 0.0], [-0.1, 0.0, 0.0], [0.1, -0.1, 0.1], [-0.1, 0.1, -0.1], [0.0, 0.0, 0.0], [0.1, 0.0, 0.1], [0.0, -0.1, 0.0], [-0.2, -0.1, -0.1], [0.0, 0.0, 0.0], [0.0, 0.0, 0.0], [0.0, 0.0, 0.0], [0.0, 0.0, 0.0], [0.0, -0.2, 0.2]], "lowdin_charge": [-0.0140, -0.3819, -0.0110, -0.0762, -0.1944, -0.0534, -0.2691, 0.0587, 0.0590, 0.0260, -0.1312, -0.4434, 1.0112, -0.6814, 0.0675, 0.0556, -0.1653, 0.0171, 0.0915, 0.0821, 0.0753, 0.1444, 0.1315, 0.1200, 0.1639, 0.1098, 0.1269, 0.1496, 0.0943, 0.0777, 0.1686, 0.1065, 0.1078, 0.0689, 0.0964, 0.1369, 0.0361, -0.1684, -0.0657, -0.0582, -0.0532, -0.1588, 0.0917, 0.0972, 0.0902, 0.0966, 0.1000, 0.0245, -0.1512, -0.0649, -0.0680, -0.0599, -0.1632, 0.0923, 0.1044, 0.1103, 0.1070, 0.0908, 0.0663, -0.1452, -0.0580, -0.0773, -0.0870, -0.1688, 0.1008, 0.1080, 0.1128, 0.1086, 0.0838, 0.0602, -0.1460, -0.0737, -0.0844, -0.0738, -0.1513, 0.0856, 0.0833, 0.1023, 0.1014, 0.1046, 0.0344, -0.1795, -0.0588, -0.0667, -0.0665, -0.1527, 0.0963, 0.0951, 0.1091, 0.1027, 0.1015, 0.0571, -0.1581, -0.0768, -0.0860, -0.0705, -0.1489, 0.1021, 0.1003, 0.1032, 0.0973, 0.0578]}